Record 1
Here is a 2-piece molecular cluster, C5H9NO overall at a distorted geometry from the Open Molecules 2025 dataset. Energies are from ωB97M-V/def2-TZVPD.

Values from the calculation:
total charge	0
energy	-325.77031	Ha
largest force on an atom	1.09	eV/Å
HOMO (alpha / beta)	-8.12 / -8.05	eV
gap between HOMO and LUMO (alpha / beta)	7.908 / 8.132	eV

Geometry as XYZ:
```
16
C5H9NO, DFT ωB97M-V/def2-TZVPD
C -1.51 -0.71 -1.06
O -0.24 -0.63 -1.25
C 0.72 -0.69 -0.35
C -0.36 1.81 0.29
C 0.50 -1.19 1.03
C 2.00 -0.34 -0.83
N 3.08 -0.03 -1.16
H -1.92 -1.05 -0.11
H -0.98 1.00 -0.12
H -2.12 -0.46 -1.91
H -1.06 2.62 0.46
H 0.42 2.11 -0.42
H 0.12 1.53 1.24
H 1.29 -0.82 1.69
H 0.51 -2.28 1.05
H -0.46 -0.85 1.46
```



Record 2
Here is a 2-piece molecular cluster, C10H16N4Si overall at a distorted geometry from the Open Molecules 2025 dataset. Energies are from ωB97M-V/def2-TZVPD.

Values from the calculation:
total charge	0
energy	-898.99138	Ha
largest force on an atom	4.95	eV/Å
HOMO	-7.30	eV
gap between HOMO and LUMO	7.943	eV

Geometry as XYZ:
```
31
C10H16N4Si, DFT ωB97M-V/def2-TZVPD
C -3.27 -1.59 1.54
C -3.11 -0.68 0.50
C -2.25 -2.46 1.85
C -1.85 -0.58 -0.18
C -1.03 -2.35 1.16
C -0.87 -1.44 0.17
C 1.01 -0.33 -1.03
C 0.04 2.76 -1.24
C 3.02 1.85 -0.47
C 0.51 1.05 1.42
N 2.00 -2.36 -1.34
N 0.98 -2.53 -0.68
N 2.15 -0.92 -1.47
N 0.37 -1.37 -0.39
Si 1.04 1.36 -0.38
H -4.21 -1.71 2.03
H -3.78 0.19 0.32
H -2.35 -3.18 2.64
H -1.64 0.26 -0.94
H -0.16 -3.05 1.23
H 0.08 -0.31 -2.52
H -0.31 2.45 -2.21
H -0.78 2.86 -0.60
H 0.45 3.78 -1.28
H 3.06 2.86 0.00
H 3.55 1.27 0.21
H 3.62 1.89 -1.51
H 0.93 1.73 2.11
H -0.58 1.05 1.39
H 0.65 -0.03 1.89
H 2.76 -0.51 -2.23
```



Record 3
Here is C14H21ClNdSi as an isolated structure at a distorted geometry from the Open Molecules 2025 dataset. Energies are from ωB97M-V/def2-TZVPD.

Values from the calculation:
total charge	-1
energy	-1857.26343	Ha
largest force on an atom	4.32	eV/Å
HOMO (alpha / beta)	-3.16 / -3.17	eV
multiplicity	4
gap between HOMO and LUMO (alpha / beta)	5.865 / 5.876	eV

Geometry as XYZ:
```
38
C14H21ClNdSi, DFT ωB97M-V/def2-TZVPD
C 2.14 -1.94 0.30
C 2.14 -2.35 -1.08
C 0.78 -2.60 -1.45
H 3.02 -2.47 -1.69
C -0.05 -2.39 -0.31
C 0.79 -2.00 0.78
H 0.47 -1.81 1.80
H 3.01 -1.69 0.92
H 0.45 -3.02 -2.39
H -1.12 -2.58 -0.22
Nd 1.15 0.10 -1.36
Cl 3.10 1.23 -0.24
C 1.31 1.97 -3.09
C 0.07 1.30 -3.40
C 0.39 0.01 -3.94
H -0.93 1.69 -3.24
C 1.82 -0.11 -4.00
C 2.39 1.08 -3.45
H 3.44 1.32 -3.42
H 1.43 2.94 -2.63
H -0.30 -0.68 -4.40
H 2.36 -0.86 -4.57
C -3.25 1.52 1.89
Si -1.57 0.78 2.38
C -1.07 1.53 4.05
C -1.86 -1.03 2.84
C -0.40 1.08 0.98
H -3.91 1.63 2.77
H -3.77 0.89 1.16
H -3.13 2.52 1.44
H -1.85 1.28 4.77
H -0.12 1.13 4.44
H -0.98 2.62 4.01
H -2.42 -1.54 2.05
H -0.95 -1.61 3.05
H -2.47 -1.07 3.76
H -0.74 1.78 0.21
H 0.65 1.34 1.25
```



Record 4
Here is C58H45Cl5HfN2O3S2 as an isolated structure at a distorted geometry from the Open Molecules 2025 dataset. Energies are from ωB97M-V/def2-TZVPD.

Values from the calculation:
total charge	+2
energy	-5717.16240	Ha
largest force on an atom	2.95	eV/Å
HOMO	-12.58	eV
gap between HOMO and LUMO	6.540	eV

Geometry as XYZ:
```
116
C58H45Cl5HfN2O3S2, DFT ωB97M-V/def2-TZVPD
Hf 0.78 2.12 0.22
C 5.31 -3.51 2.63
C 4.40 -2.96 1.59
C 4.92 -2.76 0.32
C 4.23 -2.08 -0.67
C 2.96 -1.51 -0.37
C 2.40 -1.76 0.89
C 3.09 -2.54 1.84
S 1.97 -0.71 -1.63
O 1.20 0.46 -0.80
C 0.72 -2.04 -1.79
C 1.18 -2.85 -2.89
C 1.01 -4.21 -2.78
C 0.50 -4.86 -1.63
C 0.51 -6.25 -1.41
C -0.04 -6.81 -0.27
C -0.58 -5.98 0.72
C -0.50 -4.62 0.60
C 0.00 -4.05 -0.60
C -0.17 -2.61 -0.87
C -1.52 -2.01 -0.42
C -2.59 -2.45 -1.26
C -2.46 -2.91 -2.62
C -3.52 -3.45 -3.36
C -4.81 -3.36 -2.87
C -5.01 -2.92 -1.59
C -3.96 -2.49 -0.74
C -4.16 -2.05 0.58
C -3.10 -1.65 1.36
C -1.82 -1.45 0.84
S -0.65 -0.32 1.72
O -0.86 1.03 0.97
C -1.58 0.15 3.22
C -2.64 1.02 3.00
C -3.34 1.57 4.07
C -3.13 1.13 5.40
C -4.10 1.63 6.42
C -2.05 0.29 5.60
C -1.27 -0.21 4.54
H 6.19 -2.88 2.86
H 5.70 -4.48 2.40
H 4.74 -3.66 3.58
H 5.90 -3.09 0.11
H 4.73 -1.88 -1.58
H 1.44 -1.32 1.21
H 2.58 -2.71 2.80
H 1.66 -2.38 -3.72
H 1.42 -4.85 -3.59
H 0.89 -6.88 -2.21
H -0.05 -7.90 -0.07
H -1.06 -6.39 1.63
H -0.84 -3.93 1.38
H -1.50 -2.94 -3.09
H -3.28 -3.97 -4.29
H -5.65 -3.60 -3.52
H -5.98 -2.84 -1.14
H -5.18 -2.03 0.97
H -3.21 -1.40 2.43
H -2.90 1.31 1.99
H -4.05 2.38 3.93
H -3.77 2.51 6.90
H -4.25 0.89 7.20
H -5.08 1.82 5.95
H -1.75 0.07 6.60
H -0.45 -0.91 4.70
Cl 0.65 4.88 1.18
C 2.05 4.65 0.09
C 2.03 3.54 -0.77
C 2.78 3.68 -1.95
Cl 2.47 2.61 -3.27
C 3.82 4.62 -2.02
Cl 5.01 4.42 -3.27
C 3.97 5.63 -1.03
Cl 5.41 6.61 -0.97
C 2.99 5.65 0.03
Cl 3.04 6.82 1.23
C -3.44 1.81 -6.70
C -2.32 2.74 -6.29
N -1.93 2.62 -4.86
C -1.15 1.41 -4.59
C -1.83 0.33 -3.80
C -2.70 3.40 -3.99
O -3.59 4.16 -4.40
C -2.46 3.33 -2.52
C -3.56 3.76 -1.71
C -3.41 3.83 -0.33
C -2.21 3.44 0.23
N -1.16 3.13 -0.57
C -1.22 3.15 -1.91
H -3.80 2.26 -7.60
H -4.20 1.78 -5.92
H -3.02 0.83 -6.98
H -2.62 3.77 -6.47
H -1.42 2.59 -6.87
H -0.19 1.71 -4.09
H -0.86 1.04 -5.57
H -2.06 0.69 -2.78
H -1.20 -0.56 -3.59
H -2.76 -0.09 -4.26
H -4.46 4.01 -2.23
H -4.27 4.12 0.26
H -2.04 3.50 1.36
H -0.30 3.02 -2.48
C 2.20 1.90 1.79
C 3.13 1.73 2.59
C 4.05 1.65 3.70
C 5.24 2.44 3.67
C 6.20 2.28 4.63
C 6.03 1.33 5.66
C 4.81 0.62 5.79
C 3.87 0.79 4.81
H 5.38 3.19 2.87
H 7.17 2.82 4.60
H 6.81 1.11 6.34
H 4.65 -0.02 6.68
H 2.87 0.32 4.91
```



Record 5
Here is a 3-piece molecular cluster, C19H46NO10P2 overall from the Open Molecules 2025 dataset. Energies are from ωB97M-V/def2-TZVPD.

Values from the calculation:
total charge	+1
energy	-2241.10777	Ha
largest force on an atom	0.59	eV/Å
HOMO	-10.37	eV
gap between HOMO and LUMO	7.365	eV

Geometry as XYZ:
```
78
C19H46NO10P2, DFT ωB97M-V/def2-TZVPD
C -1.50 5.28 -9.36
C -0.16 4.97 -8.74
O 0.74 5.76 -8.72
N 0.02 3.69 -8.11
C -0.20 3.74 -6.66
C 0.17 2.39 -6.02
C 1.23 2.48 -4.93
C 0.93 3.46 -3.80
P -0.55 3.12 -2.81
C -0.84 1.39 -2.43
P -2.43 0.66 -3.03
O -3.36 0.62 -1.92
O -2.04 -0.70 -3.73
O -2.87 1.54 -4.28
H -1.39 5.34 -10.45
H -2.27 4.55 -9.12
H -1.82 6.26 -9.01
H -0.62 3.02 -8.54
H 0.45 4.53 -6.29
H -1.24 4.01 -6.41
H 0.54 1.73 -6.81
H -0.73 1.90 -5.62
H 2.17 2.80 -5.39
H 1.43 1.49 -4.52
H 0.82 4.49 -4.15
H 1.75 3.46 -3.08
H -1.69 3.68 -3.38
H -0.38 3.79 -1.60
H 0.01 0.79 -2.75
H -0.94 1.32 -1.35
H -1.73 -1.38 -3.10
H -2.80 1.11 -5.14
C -0.16 -4.99 2.15
O 0.75 -4.51 1.19
C 0.45 -4.80 -0.16
C 0.56 -3.57 -1.03
O -0.42 -2.56 -0.80
C -0.39 -1.85 0.43
C 0.78 -0.90 0.62
O 2.01 -1.57 0.76
C 3.07 -1.06 -0.01
H 0.07 -6.02 2.45
H -0.08 -4.34 3.02
H -1.19 -4.96 1.79
H -0.56 -5.22 -0.26
H 1.16 -5.54 -0.54
H 0.37 -3.90 -2.06
H 1.57 -3.16 -1.00
H -0.50 -2.51 1.29
H -1.29 -1.22 0.40
H 0.57 -0.33 1.54
H 0.82 -0.19 -0.22
H 2.74 -0.77 -1.01
H 3.82 -1.85 -0.10
H 3.54 -0.19 0.47
C 1.67 -2.63 4.88
O 0.54 -2.50 5.71
C 0.64 -3.09 6.99
C 0.18 -2.16 8.09
O 1.00 -1.02 8.30
C 0.97 0.04 7.37
C -0.27 0.91 7.44
O -1.44 0.24 7.01
C -2.55 0.35 7.86
H 1.67 -3.59 4.35
H 1.64 -1.83 4.15
H 2.60 -2.55 5.45
H 1.68 -3.40 7.19
H 0.01 -3.99 7.03
H 0.25 -2.72 9.02
H -0.87 -1.88 7.95
H 1.14 -0.30 6.35
H 1.80 0.68 7.66
H -0.10 1.78 6.78
H -0.40 1.29 8.46
H -2.25 0.30 8.92
H -3.22 -0.48 7.65
H -3.09 1.29 7.70
```



Record 6
Here is C35H44ClIN2OP2Sn as an isolated structure from the Open Molecules 2025 dataset. Energies are from ωB97M-V/def2-TZVPD.

Values from the calculation:
total charge	+2
energy	-3199.26710	Ha
largest force on an atom	0.59	eV/Å
HOMO (alpha / beta)	-12.61 / -12.61	eV
gap between HOMO and LUMO (alpha / beta)	4.264 / 4.261	eV

Geometry as XYZ:
```
87
C35H44ClIN2OP2Sn, DFT ωB97M-V/def2-TZVPD
Sn -0.55 -0.47 0.43
C -2.53 2.95 0.80
C -1.27 3.04 1.66
C -1.51 2.47 3.07
P 0.11 2.10 0.90
C 1.66 2.46 1.84
C 1.67 3.84 2.48
C 2.86 2.26 0.92
C 0.41 2.83 -0.74
C 0.33 4.20 -0.93
C 0.74 4.80 -2.12
C 0.69 6.28 -2.29
C 1.28 3.99 -3.13
C 1.29 2.63 -3.01
C 0.78 2.00 -1.84
N 0.62 0.66 -1.72
C 0.52 -0.15 -2.81
C -0.04 0.26 -4.05
C -0.21 -0.64 -5.07
C 0.15 -1.99 -4.92
C 0.01 -2.96 -6.05
C 0.63 -2.41 -3.68
C 0.82 -1.53 -2.63
P 1.34 -2.01 -0.97
C 3.18 -2.19 -1.01
C 3.88 -0.86 -0.78
C 3.67 -2.85 -2.30
C 0.61 -3.67 -0.57
C -0.82 -3.81 -1.09
C 1.43 -4.92 -0.88
H -3.36 3.45 1.31
H -2.82 1.91 0.64
H -2.40 3.42 -0.17
H -0.96 4.08 1.76
H -1.90 1.45 3.01
H -2.25 3.08 3.59
H -0.61 2.44 3.68
H 1.67 1.68 2.61
H 1.64 4.64 1.73
H 2.61 3.96 3.02
H 0.87 4.00 3.19
H 2.99 3.11 0.26
H 2.76 1.37 0.31
H 3.77 2.15 1.52
H -0.01 4.83 -0.12
H 0.39 6.79 -1.38
H -0.02 6.54 -3.08
H 1.66 6.67 -2.60
H 1.69 4.46 -4.02
H 1.75 2.02 -3.78
H -0.41 1.27 -4.17
H -0.66 -0.31 -6.00
H -0.46 -2.51 -6.92
H -0.58 -3.83 -5.74
H 0.99 -3.33 -6.35
H 0.89 -3.46 -3.56
H 3.39 -2.83 -0.15
H 3.59 -0.11 -1.53
H 4.96 -1.00 -0.86
H 3.67 -0.48 0.21
H 3.58 -2.17 -3.15
H 3.16 -3.78 -2.54
H 4.73 -3.09 -2.18
H 0.56 -3.58 0.53
H -0.84 -4.10 -2.14
H -1.42 -2.90 -0.99
H -1.33 -4.60 -0.53
H 1.44 -5.15 -1.94
H 0.97 -5.77 -0.37
H 2.46 -4.85 -0.53
Cl -0.58 -2.71 7.20
C -0.15 -2.15 5.63
C 1.15 -1.88 5.33
C 1.53 -1.42 4.05
I 3.53 -1.01 3.63
C 0.60 -1.21 3.07
O 0.91 -0.77 1.85
C -0.76 -1.50 3.38
N -1.65 -1.30 2.37
C -2.93 -1.55 2.57
C -3.41 -2.01 3.80
C -2.53 -2.21 4.83
C -1.16 -1.96 4.64
H 1.91 -2.03 6.09
H -3.60 -1.39 1.73
H -4.47 -2.20 3.92
H -2.88 -2.56 5.79
```



Record 7
Here is C18H22BF4MgNO22S2 as an isolated structure at a distorted geometry from the Open Molecules 2025 dataset. Energies are from ωB97M-V/def2-TZVPD.

Values from the calculation:
total charge	0
energy	-3830.20578	Ha
largest force on an atom	9.01	eV/Å
HOMO	-9.44	eV
gap between HOMO and LUMO	8.585	eV

Geometry as XYZ:
```
71
C18H22BF4MgNO22S2, DFT ωB97M-V/def2-TZVPD
Mg -0.47 0.52 0.41
O 1.17 -0.18 1.24
C 2.05 -0.99 1.17
O 1.93 -2.28 0.93
B 3.23 -2.96 0.99
O 4.23 -1.92 1.36
C 3.49 -0.78 1.56
O 4.04 0.26 1.93
O 3.54 -3.75 -0.20
C 3.56 -5.09 0.09
O 3.57 -6.10 -0.65
C 3.41 -5.17 1.60
O 3.21 -3.98 2.02
O 3.50 -6.15 2.28
N -1.92 1.39 -0.27
S -2.97 1.36 -1.41
O -3.18 2.46 -2.37
O -4.01 0.40 -1.09
F -2.01 0.42 -2.24
S -2.81 2.64 0.52
O -4.25 2.57 0.75
O -2.22 4.00 0.40
F -2.28 2.37 2.06
C 1.66 2.61 -4.14
C 1.87 3.68 -3.00
O 1.84 2.85 -1.86
C 1.17 1.71 -2.13
O 0.84 0.94 -1.23
O 0.91 1.56 -3.47
F 0.81 4.48 -3.08
H 2.58 2.14 -4.48
H 1.12 3.08 -4.96
H 2.79 4.24 -3.19
C 2.08 5.53 0.89
C 2.89 4.86 2.01
O 2.53 3.50 1.84
C 1.26 3.43 1.31
O 0.63 2.39 1.21
O 0.96 4.68 0.81
F 2.57 5.40 3.19
H 2.68 5.48 -0.02
H 1.81 6.57 1.06
H 3.96 5.00 1.84
O -1.55 -0.25 1.93
C -2.13 -1.11 2.57
O -3.44 -1.51 2.45
C -4.34 -0.88 1.55
C -5.82 -1.29 1.83
C -1.47 -2.05 3.52
H -4.00 -1.14 0.55
H -4.24 0.20 1.54
H -6.00 -0.64 2.68
H -5.91 -2.32 2.19
H -6.52 -1.05 1.04
H -1.53 -1.62 4.52
H -0.44 -2.26 3.21
H -2.14 -2.91 3.58
O -0.64 -1.40 -0.42
C -0.88 -2.49 -1.01
O -0.61 -2.84 -2.29
C 0.07 -1.87 -3.20
C 1.54 -1.89 -3.01
C -1.63 -3.57 -0.27
H -0.35 -0.87 -3.29
H -0.02 -2.36 -4.17
H 2.08 -1.59 -3.91
H 2.00 -2.88 -2.90
H 1.80 -1.34 -2.10
H -1.82 -4.35 -1.01
H -2.53 -3.03 0.01
H -1.21 -3.88 0.69
```